Computed, not measured: a structure of composition C19H25BeN4O7P, with wB97M-V/def2-TZVPD.

Calculated values
HOMO (spin up / spin down) ... -7.73 / -7.64 eV
Total energy ... -1840.43891 Ha
ΔE to the lowest compared entry with this formula, charge and spin ... 29.22 kcal per mole
2S+1 ... 1
Gap between HOMO and LUMO (spin up / spin down) ... 7.23 / 5.79 eV
LUMO (spin up / spin down) ... -0.507 / -1.847 eV

Last column: Mulliken charge in e.
Geometry (Å):
C (3.435, 3.039, -0.989)  -0.892
C (2.084, 3.362, -1.042)  -0.813
C (1.074, 2.431, -0.744)  1.069
C (1.447, 1.197, -0.180)  0.864
C (2.795, 0.825, -0.297)  0.156
C (3.791, 1.738, -0.655)  -1.046
C (-0.328, 2.929, -0.956)  -0.378
C (-1.378, 2.187, -1.833)  -0.942
N (-1.212, 0.842, -2.271)  0.442
Be (0.583, 0.093, 0.919)  -0.985
C (3.192, -0.609, 0.027)  -1.102
P (2.295, -1.806, -1.001)  1.052
H (1.809, 4.364, -1.376)  0.374
H (4.835, 1.423, -0.646)  0.384
H (4.200, 3.784, -1.207)  0.373
H (2.970, -0.831, 1.090)  0.347
H (4.265, -0.791, -0.153)  0.577
H (-0.789, 3.096, 0.029)  0.415
H (-0.244, 3.925, -1.418)  0.298
H (-2.305, 2.206, -1.251)  0.224
C (2.399, -3.456, -0.364)  -1.171
C (2.688, -1.620, -2.723)  -1.228
H (-1.558, 2.787, -2.747)  0.433
C (-0.216, 0.495, -3.232)  -0.906
C (-2.257, -0.108, -2.019)  -0.878
H (0.276, -0.754, -0.766)  0.044
H (-0.603, 0.619, -4.259)  0.345
H (0.679, 1.119, -3.141)  0.215
H (0.077, -0.556, -3.123)  0.187
H (-2.977, -0.127, -2.850)  0.325
H (-1.861, -1.118, -1.891)  0.310
H (-2.802, 0.174, -1.118)  0.132
H (3.661, -2.106, -2.890)  0.421
H (1.913, -2.119, -3.332)  0.413
H (2.748, -0.556, -3.002)  0.334
H (3.413, -3.834, -0.571)  0.457
H (2.195, -3.466, 0.719)  0.308
H (1.660, -4.086, -0.882)  0.354
H (0.613, -1.421, -0.891)  -0.321
O (-4.510, -1.439, 5.824)  -0.594
N (-3.661, -2.063, 5.152)  0.956
O (-3.327, -3.250, 5.380)  -0.605
C (-3.004, -1.413, 4.040)  -0.441
C (-3.317, -0.071, 3.734)  -0.495
C (-2.724, 0.552, 2.642)  -0.772
C (-1.651, -0.085, 2.001)  1.512
O (-0.802, 0.641, 1.316)  0.252
C (-1.475, -1.484, 2.200)  -0.220
C (-2.093, -2.146, 3.271)  -0.358
N (-0.433, -2.088, 1.434)  0.876
O (-0.570, -2.939, 0.567)  -0.655
O (0.726, -1.368, 1.527)  -0.519
N (-3.154, 1.848, 2.158)  0.872
O (-3.531, 2.664, 3.021)  -0.595
O (-3.203, 2.073, 0.934)  -0.502
H (-4.030, 0.475, 4.334)  0.597
H (-1.805, -3.178, 3.504)  0.506

Cartesian forces (eV/Å) of the 6 atoms listed first:
0.034 -0.155 0.254
0.119 -0.145 -0.561
0.527 0.579 0.223
0.192 -1.226 0.081
0.537 0.604 -0.106
0.139 -0.316 -0.211

***

Computed, not measured: a cluster of 2 separate species, INO3 in total, with wB97M-V/def2-TZVPD.

Calculated values
HOMO (spin up / spin down) ... -9.04 / -9.32 eV
Total energy ... -577.92764 Ha
ΔE to the lowest compared entry with this formula, charge and spin ... 45.92 kcal per mole
2S+1 ... 1
Gap between HOMO and LUMO (spin up / spin down) ... 7.01 / 8.76 eV
LUMO (spin up / spin down) ... -2.036 / -0.557 eV

Last column: Mulliken charge in e.
Geometry (Å):
N (-0.158, -0.232, 0.466)  1.035
O (0.731, -0.915, 0.367)  -0.482
O (-0.941, 0.241, 1.134)  -0.438
O (0.055, 0.793, -1.761)  -0.532
I (1.585, -0.096, -2.201)  0.417

Atomic forces in eV per Å
-1.361 2.587 -4.702
3.798 -3.644 1.415
-2.585 1.074 3.501
-1.169 0.472 0.755
1.316 -0.489 -0.969

***

Computed, not measured: a structure of composition C49H55AsGe2NPPb, with wB97M-V/def2-TZVPD.

Calculated values
Total charge ... +4
HOMO (spin up / spin down) ... -17.02 / -17.02 eV
Total energy ... -8877.26579 Ha
ΔE to the lowest compared entry with this formula, charge and spin ... 29.50 kcal per mole
2S+1 ... 1
Gap between HOMO and LUMO (spin up / spin down) ... 5.11 / 4.76 eV
LUMO (spin up / spin down) ... -11.917 / -12.264 eV

Last column: Mulliken charge in e.
Geometry (Å):
Pb (-0.510, -0.955, -0.985)  1.158
C (-2.852, -2.886, -5.537)  -1.216
C (-2.002, -2.153, -4.490)  -0.266
Ge (-2.158, -3.161, -2.779)  -0.494
C (-1.097, -4.828, -2.581)  -0.182
C (-1.877, -6.021, -3.155)  -1.213
C (-3.769, -3.037, -1.717)  -0.999
C (-4.316, -2.201, -0.818)  1.232
Ge (-3.292, -0.702, 0.075)  -0.032
C (-3.745, 1.171, -0.492)  -0.239
C (-5.000, 1.740, 0.170)  -1.116
C (-2.815, -0.990, 2.014)  0.359
C (-3.978, -1.083, 2.999)  -1.339
C (-5.712, -2.315, -0.377)  0.957
C (-6.616, -3.231, -0.935)  -0.614
C (-7.922, -3.291, -0.490)  -0.841
C (-8.372, -2.431, 0.506)  -0.572
C (-7.502, -1.501, 1.056)  -1.252
C (-6.194, -1.454, 0.615)  0.074
H (-2.728, -2.377, -6.493)  0.368
H (-3.913, -2.868, -5.290)  0.380
H (-2.538, -3.920, -5.680)  0.345
H (-2.346, -1.129, -4.351)  0.395
H (-0.949, -2.144, -4.773)  0.420
H (-0.884, -4.979, -1.522)  0.243
H (-0.157, -4.680, -3.114)  0.476
H (-2.783, -6.228, -2.587)  0.365
H (-1.242, -6.906, -3.101)  0.391
H (-2.143, -5.879, -4.202)  0.317
H (-4.370, -3.890, -2.047)  0.226
H (-3.846, 1.172, -1.578)  0.418
H (-2.871, 1.774, -0.232)  0.299
H (-5.896, 1.202, -0.130)  0.329
H (-5.119, 2.777, -0.146)  0.419
H (-4.929, 1.736, 1.259)  0.289
H (-2.168, -0.145, 2.265)  0.310
H (-2.212, -1.900, 2.046)  -0.126
H (-4.566, -0.167, 3.024)  0.317
H (-3.576, -1.239, 4.002)  0.448
H (-4.638, -1.919, 2.774)  0.368
H (-6.313, -3.902, -1.727)  0.370
H (-8.599, -4.013, -0.926)  0.443
H (-9.398, -2.482, 0.845)  0.459
H (-7.844, -0.817, 1.821)  0.445
H (-5.523, -0.716, 1.046)  0.271
N (0.032, -2.602, 0.450)  -0.371
C (0.356, -3.413, 1.210)  0.299
C (0.716, -4.423, 2.107)  0.594
C (0.022, -4.552, 3.324)  -0.183
C (0.344, -5.585, 4.179)  -0.835
C (1.353, -6.482, 3.834)  -0.369
C (2.044, -6.352, 2.632)  -0.806
C (1.736, -5.329, 1.762)  -0.400
H (-0.764, -3.849, 3.568)  0.533
H (-0.187, -5.701, 5.113)  0.457
H (1.600, -7.290, 4.509)  0.456
H (2.823, -7.058, 2.376)  0.450
H (2.259, -5.220, 0.821)  0.540
C (1.315, 2.381, 0.849)  -1.414
C (2.726, 2.909, 1.129)  -1.250
As (2.752, 4.791, 1.798)  0.719
C (4.610, 5.222, 1.838)  0.370
C (5.612, 4.247, 1.972)  -0.198
C (6.934, 4.626, 1.898)  -0.648
C (7.268, 5.978, 1.759)  -0.389
C (6.276, 6.951, 1.654)  -0.690
C (4.949, 6.585, 1.734)  -0.306
C (2.031, 5.866, 0.332)  0.367
C (2.752, 5.899, -0.862)  -0.183
C (2.279, 6.691, -1.898)  -0.793
C (1.125, 7.447, -1.737)  -0.521
C (0.421, 7.411, -0.541)  -0.601
C (0.877, 6.617, 0.503)  -0.471
P (1.425, 0.724, -0.003)  0.148
C (2.464, -0.215, 1.150)  1.139
C (3.782, -0.579, 0.892)  -0.344
C (4.514, -1.234, 1.875)  -0.964
C (3.945, -1.506, 3.111)  -0.654
C (2.633, -1.129, 3.374)  -0.691
C (1.889, -0.498, 2.392)  -0.781
C (2.273, 1.013, -1.574)  0.682
C (2.838, -0.081, -2.240)  -0.403
C (3.382, 0.080, -3.504)  -0.942
C (3.327, 1.319, -4.130)  -0.696
C (2.739, 2.399, -3.486)  -0.720
C (2.215, 2.254, -2.210)  -0.619
H (0.722, 3.062, 0.237)  0.783
H (0.778, 2.220, 1.785)  0.723
H (3.354, 2.900, 0.238)  0.632
H (3.205, 2.298, 1.892)  0.680
H (5.359, 3.205, 2.116)  0.392
H (7.712, 3.878, 1.966)  0.417
H (8.309, 6.273, 1.772)  0.427
H (6.541, 7.993, 1.538)  0.432
H (4.174, 7.341, 1.704)  0.471
H (3.673, 5.341, -0.979)  0.511
H (2.839, 6.735, -2.824)  0.482
H (0.783, 8.084, -2.542)  0.450
H (-0.467, 8.013, -0.409)  0.459
H (0.339, 6.599, 1.443)  0.423
H (4.247, -0.341, -0.056)  0.603
H (5.536, -1.525, 1.669)  0.544
H (4.526, -1.999, 3.879)  0.491
H (2.200, -1.320, 4.347)  0.532
H (0.863, -0.200, 2.594)  0.229
H (2.870, -1.053, -1.757)  0.569
H (3.848, -0.760, -4.002)  0.505
H (3.733, 1.440, -5.126)  0.464
H (2.678, 3.360, -3.979)  0.519
H (1.770, 3.115, -1.725)  0.362

Cartesian forces (eV/Å) of the 6 atoms listed first:
-0.119 0.518 -0.193
-0.068 -0.084 -0.016
0.084 -0.170 0.761
-0.183 -0.376 -0.460
-0.183 0.695 0.001
-0.099 0.001 -0.037

***

Computed, not measured: a structure of composition C22H17N4O7RuS3, with wB97M-V/def2-TZVPD.

Calculated values
HOMO (spin up / spin down) ... -7.81 / -7.80 eV
Total energy ... -2883.60287 Ha
ΔE to the lowest compared entry with this formula, charge and spin ... 23.85 kcal per mole
2S+1 ... 2
Gap between HOMO and LUMO (spin up / spin down) ... 6.94 / 6.47 eV
LUMO (spin up / spin down) ... -0.875 / -1.336 eV

Last column: Mulliken charge in e.
Geometry (Å):
Ru (1.111, 0.454, 0.725)  0.533
O (2.508, -0.501, 1.878)  -0.791
N (2.883, -1.748, 1.583)  0.734
C (3.479, -2.451, 2.570)  -0.375
C (3.957, -3.708, 2.346)  -0.698
C (3.813, -4.264, 1.069)  -0.227
C (3.175, -3.543, 0.094)  -0.816
C (2.669, -2.262, 0.361)  0.557
S (1.783, -1.358, -0.785)  -0.167
H (3.547, -1.927, 3.510)  0.445
H (4.436, -4.245, 3.151)  0.426
H (4.197, -5.252, 0.853)  0.411
H (3.022, -3.943, -0.899)  0.431
O (2.698, 1.606, -0.200)  -0.527
C (2.774, 1.559, -1.433)  -0.340
C (1.685, 1.487, -2.357)  0.953
C (1.963, 1.428, -3.726)  -0.271
C (0.940, 1.355, -4.627)  -0.408
C (-0.399, 1.351, -4.200)  -0.514
C (-0.692, 1.392, -2.866)  -0.588
C (0.340, 1.454, -1.897)  0.084
O (0.048, 1.517, -0.642)  -0.289
N (1.244, 1.264, -6.053)  1.016
O (0.312, 1.135, -6.822)  -0.625
O (2.411, 1.318, -6.393)  -0.627
H (3.777, 1.584, -1.880)  0.358
H (2.986, 1.438, -4.082)  0.480
H (-1.180, 1.310, -4.946)  0.490
H (-1.711, 1.384, -2.503)  0.538
O (-0.745, 4.275, 1.839)  -0.763
C (-2.004, 3.846, 1.642)  0.262
C (-2.992, 4.817, 1.460)  -0.700
C (-4.306, 4.446, 1.275)  -0.304
C (-4.672, 3.101, 1.266)  -0.811
C (-3.700, 2.137, 1.424)  -0.392
C (-2.358, 2.486, 1.605)  0.494
C (-1.315, 1.440, 1.688)  0.757
O (-0.089, 1.773, 1.960)  -0.999
N (-1.679, 0.215, 1.482)  -0.227
N (-0.596, -0.655, 1.498)  0.023
C (-0.987, -1.879, 1.450)  0.106
S (0.049, -3.275, 1.577)  0.067
C (-1.310, -4.405, 1.989)  -0.585
C (-2.506, -3.991, 1.165)  -0.575
S (-2.707, -2.190, 1.327)  0.013
H (-0.172, 3.479, 1.915)  0.422
H (-2.692, 5.857, 1.474)  0.432
H (-5.062, 5.211, 1.137)  0.365
H (-5.708, 2.817, 1.135)  0.402
H (-3.953, 1.085, 1.409)  0.450
H (-1.514, -4.323, 3.055)  0.304
H (-0.971, -5.414, 1.757)  0.382
H (-3.422, -4.454, 1.530)  0.386
H (-2.367, -4.231, 0.111)  0.296

Cartesian forces (eV/Å) of the 6 atoms listed first:
-0.115 -1.598 -0.556
-0.704 0.904 0.399
0.027 -0.163 -0.039
0.161 0.080 0.182
-0.018 -0.014 -0.010
-0.020 0.067 -0.066

***

Computed, not measured: the ion C11H13N2 with charge +1, with wB97M-V/def2-TZVPD.

Calculated values
Total charge ... +1
HOMO ... -11.21 eV
SMILES string ... C/C=C1/C=CC=C[C@H]1N=C=[N+]1CC1
Total energy ... -536.03199 Ha
ΔE to the lowest compared entry with this formula, charge and spin ... 145.41 kcal per mole
2S+1 ... 1
Gap between HOMO and LUMO ... 7.57 eV
LUMO ... -3.643 eV

Last column: Mulliken charge in e.
Geometry (Å):
C (0.120, 1.534, -1.457)  -1.516
C (1.253, 0.858, -0.720)  -0.611
C (1.400, -0.475, -0.429)  0.604
C (2.363, -1.093, 0.284)  -0.467
C (2.457, -2.393, 0.637)  -0.683
C (1.360, -3.267, 0.332)  -0.194
C (0.282, -2.806, -0.345)  -1.123
C (0.173, -1.339, -0.793)  0.867
N (-0.906, -0.824, -0.089)  -0.069
C (-1.272, 0.138, 0.399)  0.400
N (-1.818, 1.208, 0.708)  0.003
C (-2.674, 2.372, 0.471)  -0.290
C (-2.013, 2.094, 1.784)  -0.510
H (0.012, 2.552, -1.131)  0.319
H (0.469, 1.513, -2.453)  0.411
H (-0.860, 1.040, -1.542)  0.470
H (2.080, 1.446, -0.396)  0.493
H (3.193, -0.457, 0.496)  0.318
H (3.291, -2.699, 1.141)  0.509
H (1.374, -4.331, 0.669)  0.336
H (-0.585, -3.415, -0.471)  0.408
H (-0.071, -1.351, -1.874)  0.224
H (-3.769, 2.284, 0.450)  0.278
H (-2.185, 3.056, -0.290)  0.222
H (-1.088, 2.574, 2.089)  0.268
H (-2.589, 1.778, 2.527)  0.331

Cartesian forces (eV/Å) of the 6 atoms listed first:
0.426 -0.888 0.106
0.104 -2.162 0.884
-4.989 2.409 -2.946
3.945 -1.441 1.684
-1.974 1.821 -1.341
-1.456 -1.003 -0.527

***

Computed, not measured: a cluster of 2 separate species, H4O2 in total, with wB97M-V/def2-TZVPD.

Calculated values
HOMO ... -11.60 eV
SMILES string ... O.O
Total energy ... -152.86736 Ha
ΔE to the lowest compared entry with this formula, charge and spin ... 4.75 kcal per mole
2S+1 ... 1
Gap between HOMO and LUMO ... 12.15 eV
LUMO ... 0.547 eV

Last column: Mulliken charge in e.
Geometry (Å):
O (0.501, -1.967, -1.669)  -0.640
H (1.358, -1.569, -1.490)  0.314
H (-0.149, -1.367, -1.276)  0.325
O (-0.848, 1.649, 1.192)  -0.635
H (-0.920, 1.944, 2.108)  0.319
H (0.057, 1.311, 1.135)  0.316

Atomic forces in eV per Å
-0.197 0.139 0.115
-0.026 0.026 0.003
0.208 -0.158 -0.118
0.363 -0.097 0.170
-0.090 -0.012 -0.129
-0.259 0.102 -0.042